DFT (the ωB97M-V functional and the def2-TZVPD basis) results for an isolated molecule of C21H28N4O3.

Max |F| = 0.6 eV/Å
Gap between HOMO and LUMO = 9.20 eV
SMILES = CCOC(=O)C1(Cc2cccc(OC)c2)CCN(Cc2cnc(N)nc2)CC1
ΔE to the lowest compared entry with this formula, charge and spin = 157.3 kJ/mol
E_tot = -1261.8032 Eh
E_LUMO = 0.0294 hartree

Structure (XYZ):
```
56
Properties=species:S:1:pos:R:3:forces:R:3
N 5.437493 -0.962903 0.778003 0.21 -0.32 0.26
C 4.328404 0.731897 -0.482510 0.07 -0.03 -0.01
C 0.663184 2.103039 1.637174 0.15 -0.31 0.04
H -1.594792 -2.595883 1.798859 -0.04 -0.03 0.07
C -3.431795 0.025744 0.660470 -0.17 -0.07 -0.07
O -0.487240 -0.860062 -0.060995 -0.08 0.16 -0.21
H 3.767891 2.476128 -1.586766 0.07 0.04 0.07
C -0.024957 1.717415 -0.716281 0.16 -0.30 -0.07
H 0.511069 3.179802 1.552144 -0.05 0.04 -0.02
N 2.309291 2.149915 -0.161400 -0.01 0.16 -0.03
H -4.565034 1.697878 -2.598425 -0.03 0.04 -0.07
H -0.187214 2.785997 -0.868137 -0.05 0.05 -0.02
C 2.092830 1.769850 1.221495 -0.15 0.17 0.14
H -1.944580 1.596182 2.172106 0.01 0.07 0.03
H 0.514006 1.802891 2.674910 -0.05 0.05 0.01
C -2.850392 1.220270 0.276809 -0.24 0.04 0.07
H 3.792458 0.070430 -2.472344 -0.07 0.13 -0.05
C 4.955265 0.259182 0.668119 -0.14 0.04 -0.39
C -0.344423 -2.275126 0.078997 0.10 -0.55 0.23
H -2.457327 -2.677466 0.257135 -0.12 -0.04 -0.05
C -0.351359 1.382487 0.739718 -0.04 0.27 0.07
H 2.277198 0.694351 1.390184 0.05 0.07 0.03
H 5.621063 -3.659105 -0.930849 0.00 0.01 0.04
H 1.597971 0.311782 -0.959108 0.01 0.06 -0.06
H 6.147872 -3.320628 0.696781 -0.02 -0.01 -0.03
H -1.817396 2.932435 1.016252 0.04 0.01 0.04
C -1.779560 1.846174 1.121984 0.13 -0.17 -0.06
C 1.432639 1.400361 -1.039988 -0.19 0.15 -0.08
C 4.247147 -0.189359 -1.523467 0.10 0.18 0.34
C -1.532235 -2.930200 0.766932 0.20 0.32 -0.13
H 4.256199 2.789055 0.091900 0.02 0.00 -0.11
H -1.401055 -4.008913 0.755746 0.00 -0.13 -0.01
O -0.027228 -0.576419 2.109842 -0.03 -0.11 0.12
H -0.233037 -2.639794 -0.944744 0.03 0.06 0.13
C -3.270802 1.823865 -0.905014 -0.05 0.04 -0.06
H -5.566892 -0.426255 -1.936240 -0.07 -0.07 -0.02
O -4.891126 -1.771396 0.350990 0.26 0.27 0.14
C -4.241379 1.225078 -1.682630 0.09 0.10 -0.01
C -0.266037 -0.115138 1.022431 0.11 0.13 0.02
C -4.812790 0.019975 -1.307472 -0.18 -0.31 0.03
C -5.906667 -2.422048 -0.371606 -0.17 -0.11 -0.14
C 3.709325 2.101360 -0.560366 -0.04 -0.07 0.02
H 1.644860 1.699225 -2.070238 0.01 -0.07 -0.01
H -0.676188 1.161542 -1.390049 -0.01 0.08 -0.01
H -6.144284 -3.319498 0.197590 -0.02 0.05 -0.08
H -5.569021 -2.708999 -1.373226 -0.02 0.03 0.04
H 2.790572 2.334769 1.845168 0.02 -0.07 0.03
N 4.715899 -1.419686 -1.438574 0.06 -0.40 -0.20
N 5.807116 -3.005999 -0.192682 0.14 -0.37 0.03
H 5.083740 0.890904 1.539151 -0.04 0.15 0.04
C -4.407664 -0.586239 -0.125295 0.08 0.05 0.04
H -6.803201 -1.799397 -0.455489 0.04 -0.02 -0.01
C 5.295372 -1.761563 -0.283908 -0.14 0.50 -0.06
H -3.143015 -0.455877 1.581737 0.06 -0.08 0.16
H -2.841949 2.766244 -1.210208 0.06 0.12 -0.02
H 0.571790 -2.478296 0.645389 -0.09 0.04 -0.16
```
Forces are in eV/Å.